Record 1
Here is an isolated molecule of C4H9NO2 at a distorted geometry from the OMol25 dataset. Energies are from wB97M-V/def2-TZVPD.

Geometry as XYZ:
```
16
Properties=species:S:1:pos:R:3:nbo_charge:R:1
O 0.00259 0.72352 0.64687 -0.585
O -2.56756 -0.10449 -0.80768 -0.562
N 0.06292 -1.37618 -0.69746 -0.840
C -1.00084 1.51446 0.04448 -0.169
C 0.80668 -0.26350 -0.29618 0.261
C 2.06759 -0.62661 0.45647 -0.633
C -2.14018 0.53913 0.13414 0.436
H 1.02343 0.35114 -1.17952 0.167
H -0.76706 1.77732 -0.99570 0.182
H -2.45748 0.31812 1.16529 0.119
H 1.82565 -1.24535 1.31910 0.212
H -0.84522 -1.11358 -1.13418 0.399
H 2.74788 -1.15675 -0.20447 0.227
H -0.12523 -2.01674 0.06546 0.363
H 2.54124 0.28544 0.81103 0.226
H -1.17439 2.39409 0.67235 0.197
```

Calculated values
Orbital gap ... 10.42 eV
Spin multiplicity ... 1
Largest force on an atom ... 2.02 eV/A
ΔE to the lowest compared entry with this formula, charge and spin ... 48.9 kcal per mole
LUMO ... 0.037 Ha
HOMO level ... -9.414 eV


Record 2
Here is an isolated molecule of C4H9NO2 from the OMol25 dataset. Energies are from wB97M-V/def2-TZVPD.

Geometry as XYZ:
```
16
Properties=species:S:1:pos:R:3:nbo_charge:R:1
O -2.24122 -1.17505 1.25357 -0.607
O 1.40889 1.23553 -2.01339 -0.727
N -0.24687 -1.16850 0.20669 -0.621
C -1.15065 -0.65928 1.12103 0.683
C -0.70154 0.48764 1.99567 -0.727
C 0.57221 0.10424 -1.75665 -0.076
C 0.86013 -0.43681 -0.36385 -0.247
H -0.73145 -1.76348 -0.45479 0.392
H 1.78586 -1.01134 -0.37010 0.197
H -0.49182 0.34477 -1.80322 0.168
H -0.26687 1.31418 1.44788 0.220
H 0.86133 1.99411 -2.27351 0.477
H -0.01059 0.12258 2.75393 0.239
H 1.13138 0.42551 0.24352 0.215
H 0.82029 -0.64517 -2.49979 0.171
H -1.59905 0.83107 2.51302 0.245
```

Calculated values
Orbital gap ... 10.33 eV
Spin multiplicity ... 1
Largest force on an atom ... 0.95 eV/A
ΔE to the lowest compared entry with this formula, charge and spin ... 25.4 kcal per mole
LUMO ... 0.025 Ha
HOMO level ... -9.653 eV


Record 3
Here is an isolated molecule of C4H9NO2 at a distorted geometry from the OMol25 dataset. Energies are from wB97M-V/def2-TZVPD.

Geometry as XYZ:
```
16
Properties=species:S:1:pos:R:3:nbo_charge:R:1
O -0.67410 1.39133 -0.90957 -0.545
O 0.26993 2.02918 1.04569 -0.742
N 0.68183 -0.92059 -0.90666 -0.607
C -0.43012 -0.88175 1.44146 -0.632
C 0.51715 -0.27223 0.41269 -0.153
C -0.04764 1.13613 0.06210 0.798
C -0.27680 -1.97114 -1.25421 -0.419
H -1.29668 -1.66363 -1.02160 0.199
H -0.23237 -1.94784 1.58355 0.214
H 1.48884 -0.25228 0.88598 0.212
H -0.09632 -2.89258 -0.68718 0.166
H -0.25942 -2.16574 -2.32693 0.207
H -1.46961 -0.87274 1.09135 0.214
H -0.36360 -0.39322 2.40957 0.232
H 1.59899 -1.33916 -0.92098 0.354
H 0.60637 2.89614 0.76426 0.504
```

Calculated values
Orbital gap ... 9.72 eV
Spin multiplicity ... 1
Largest force on an atom ... 1.49 eV/A
ΔE to the lowest compared entry with this formula, charge and spin ... 33.9 kcal per mole
LUMO ... 0.027 Ha
HOMO level ... -8.977 eV


Record 4
Here is an isolated molecule of C4H9NO2 from the OMol25 dataset. Energies are from wB97M-V/def2-TZVPD.

Geometry as XYZ:
```
16
Properties=species:S:1:pos:R:3:nbo_charge:R:1
O -0.28516 1.12148 -1.76786 -0.650
O -1.18789 0.94042 0.32436 -0.529
N -2.47197 0.58507 -1.46027 -0.835
C 0.56363 -0.70084 0.27322 -0.447
C 0.09180 0.60329 0.88946 -0.061
C 2.01580 -1.05508 0.50593 -0.602
C -1.22668 0.91142 -1.02931 0.886
H 0.81487 1.40299 0.71151 0.187
H -2.54676 0.35038 -2.43567 0.405
H 2.64587 -0.23143 0.15824 0.207
H 2.27255 -1.94311 -0.08116 0.215
H -0.11406 -1.50852 0.56758 0.196
H 0.47211 -0.54772 -0.80159 0.234
H -0.08706 0.53864 1.96556 0.191
H 2.24487 -1.25166 1.55324 0.199
H -3.14841 0.23289 -0.80557 0.403
```

Calculated values
Orbital gap ... 11.31 eV
Spin multiplicity ... 1
Largest force on an atom ... 0.64 eV/A
ΔE to the lowest compared entry with this formula, charge and spin ... 10.4 kcal per mole
LUMO ... 0.035 Ha
HOMO level ... -10.362 eV


Record 5
Here is an isolated molecule of C4H9NO2 at a distorted geometry from the OMol25 dataset. Energies are from wB97M-V/def2-TZVPD.

Geometry as XYZ:
```
16
Properties=species:S:1:pos:R:3:nbo_charge:R:1
O 2.12339 0.05803 2.05209 -0.715
O 1.23730 -1.50085 0.67056 -0.636
N 0.42639 0.66334 0.75647 -0.639
C 0.07708 0.24011 -1.70369 -0.632
C -0.51046 0.60640 -0.33856 -0.041
C 1.22698 -0.37904 1.08285 0.883
C -1.62065 -0.47838 0.04108 -0.622
H -1.16290 -1.44772 -0.09845 0.228
H -0.69828 -0.28079 -2.27247 0.216
H 2.47337 -0.75472 2.42396 0.492
H -1.01550 1.57350 -0.40970 0.202
H -2.59211 -0.41899 -0.43944 0.210
H 1.05180 -0.22402 -1.69054 0.232
H 0.60527 1.54618 1.17068 0.413
H 0.17471 1.11787 -2.35841 0.206
H -1.79639 -0.32092 1.11355 0.205
```

Calculated values
Orbital gap ... 10.76 eV
Spin multiplicity ... 1
Largest force on an atom ... 2.41 eV/A
ΔE to the lowest compared entry with this formula, charge and spin ... 9.6 kcal per mole
LUMO ... 0.030 Ha
HOMO level ... -9.929 eV


Record 6
Here is an isolated molecule of C4H9NO2 at a distorted geometry from the OMol25 dataset. Energies are from wB97M-V/def2-TZVPD.

Geometry as XYZ:
```
16
Properties=species:S:1:pos:R:3:nbo_charge:R:1
O -0.27433 -1.92631 -2.20234 -0.723
O -0.92227 2.62152 1.51506 -0.516
N -0.59383 -0.28670 -0.58572 -0.648
C -0.07621 0.68924 0.32476 -0.156
C -0.94708 1.92876 0.54364 0.456
C 0.49711 0.18682 1.62633 -0.644
C 0.35718 -1.18681 -1.21154 0.120
H 1.18207 -0.63433 1.42480 0.211
H 0.73850 1.19584 -0.27196 0.211
H -1.55036 2.09149 -0.38371 0.109
H 1.20939 -0.57749 -1.58096 0.142
H -1.36671 -0.92051 -0.39670 0.380
H 0.34140 -2.24112 -2.89237 0.486
H 0.91822 0.99453 2.24271 0.238
H -0.31742 -0.06882 2.31743 0.216
H 0.80434 -1.86611 -0.46944 0.120
```

Calculated values
Orbital gap ... 9.83 eV
Spin multiplicity ... 1
Largest force on an atom ... 2.11 eV/A
ΔE to the lowest compared entry with this formula, charge and spin ... 54.2 kcal per mole
LUMO ... 0.026 Ha
HOMO level ... -9.132 eV


Record 7
Here is an isolated molecule of C4H9NO2 from the OMol25 dataset. Energies are from wB97M-V/def2-TZVPD.

Geometry as XYZ:
```
16
Properties=species:S:1:pos:R:3:nbo_charge:R:1
O -0.83280 1.79788 -0.00665 -0.724
O 0.73940 -0.50114 2.12937 -0.668
N 2.02102 0.56012 0.65707 -0.774
C -1.14474 0.79474 -0.94854 -0.065
C 1.10970 -0.31049 0.85318 0.586
C 0.32618 -1.14698 -0.13072 -0.490
C -1.09947 -0.62101 -0.37202 -0.415
H -0.49170 0.85342 -1.83793 0.150
H 2.31349 0.64463 -0.30935 0.353
H 0.27447 -2.17387 0.24849 0.238
H 0.10935 1.74409 0.20597 0.477
H 1.33098 0.11498 2.59998 0.497
H -1.59822 -1.30233 -1.07440 0.213
H 0.86667 -1.16874 -1.08370 0.215
H -2.16148 1.01489 -1.28905 0.185
H -1.66770 -0.64314 0.56463 0.221
```

Calculated values
Orbital gap ... 11.08 eV
Spin multiplicity ... 1
Largest force on an atom ... 0.44 eV/A
ΔE to the lowest compared entry with this formula, charge and spin ... 25.6 kcal per mole
LUMO ... 0.031 Ha
HOMO level ... -10.245 eV


Record 8
Here is a 2-piece molecular cluster, C4H9NO2 overall at a distorted geometry from the OMol25 dataset. Energies are from wB97M-V/def2-TZVPD.

Geometry as XYZ:
```
16
Properties=species:S:1:pos:R:3:nbo_charge:R:1
O -0.14098 0.89490 0.19863 -0.380
O 1.31919 1.63531 -1.61561 -0.714
N -1.15888 1.35678 -0.73985 -0.487
C 2.22105 0.43088 0.21984 -0.613
C -2.15658 -1.96615 0.75317 -0.401
C 1.18333 0.99802 -0.40192 0.573
C -0.86109 -1.68339 0.97769 -0.366
H -2.53995 -2.03211 -0.25998 0.192
H -0.48691 -1.58453 1.99137 0.186
H -1.32893 2.29745 -0.39114 0.337
H 2.26290 1.65479 -1.84758 0.508
H -0.12437 -1.76721 0.17914 0.193
H 2.08491 -0.04828 1.18372 0.228
H -2.86243 -2.06178 1.57078 0.189
H -0.62489 1.47409 -1.60518 0.350
H 3.21364 0.40122 -0.21309 0.204
```

Calculated values
Orbital gap ... 9.29 eV
Spin multiplicity ... 1
Largest force on an atom ... 3.68 eV/A
ΔE to the lowest compared entry with this formula, charge and spin ... 116.4 kcal per mole
LUMO ... 0.019 Ha
HOMO level ... -8.775 eV